No. 1
This record from the OMol25 dataset describes a single C6H12O molecule. The level of theory is ωB97M-V with the def2-TZVPD basis set.

Structure (XYZ):
```
19
Properties=species:S:1:pos:R:3:forces:R:3
C -2.293 -0.122 0.716 -0.1 0.0 0.0
C -1.233 0.859 0.224 0.0 0.1 0.1
C -0.418 0.270 -0.896 -0.1 0.0 0.1
C 0.927 0.845 -1.236 0.1 0.1 0.0
C 0.814 -0.507 -0.562 0.1 -0.2 0.0
C 1.423 -0.795 0.807 -0.3 0.1 -0.1
O 2.716 -1.304 0.531 0.4 0.2 0.1
H -2.984 -0.386 -0.094 0.1 0.0 0.1
H -2.879 0.306 1.534 0.0 -0.1 -0.1
H -1.832 -1.051 1.071 -0.1 0.2 0.0
H -0.548 1.109 1.043 -0.2 0.1 -0.1
H -1.695 1.798 -0.103 0.0 -0.1 0.1
H -0.995 -0.125 -1.736 0.1 0.1 0.2
H 1.228 0.902 -2.280 0.0 -0.1 0.2
H 1.266 1.682 -0.629 -0.1 -0.1 0.0
H 1.015 -1.349 -1.220 0.0 0.0 0.1
H 1.526 0.051 1.508 -0.3 0.1 -0.5
H 0.870 -1.563 1.365 0.1 0.0 -0.3
H 3.093 -0.622 -0.042 0.3 -0.4 0.1
```
Forces are in eV/Å.

## Properties
* SMILES string: CC[C@H]1C[C@H]1CO
* multiplicity: 1
* HOMO: -9.889 eV
* energy relative to the best compared isomer or geometry (same formula, charge and spin): 30.47 kcal per mole
* charge: 0

Atom charges from the Mulliken analysis, given in e for atoms 1 to 5:
1 C -1.18
2 C -0.51
3 C -0.02
4 C -0.69
5 C -0.21


No. 2
This record from the OMol25 dataset describes 2 unconnected molecules or ions with the total composition C8H7NOS at a distorted geometry. The level of theory is ωB97M-V with the def2-TZVPD basis set.

Structure (XYZ):
```
18
Properties=species:S:1:pos:R:3:forces:R:3
O -1.412 1.963 0.461 0.6 0.6 0.1
C -0.247 1.873 0.821 -2.4 -1.5 -1.9
C 0.592 0.790 0.286 -1.1 -0.7 0.2
C 1.497 0.202 1.126 1.1 1.4 0.2
C 2.360 -0.783 0.620 0.9 -1.2 2.4
C 2.145 -1.368 -0.627 -1.8 2.6 0.4
C 1.090 -0.814 -1.411 -0.3 -1.6 -0.8
C 0.237 0.174 -0.908 2.2 -0.2 -0.4
H 0.119 2.540 1.540 0.9 1.1 1.4
H 1.488 0.750 2.105 1.0 -1.2 -0.6
H 3.155 -1.166 1.354 -1.2 0.4 -1.4
H 2.692 -2.184 -1.002 0.8 -0.7 -0.3
H 0.926 -1.311 -2.424 -0.1 0.9 1.5
H -0.573 0.603 -1.427 -0.6 0.1 -0.9
N -3.089 -0.164 -0.751 2.1 2.6 -1.8
C -3.844 -0.562 0.067 2.2 1.3 -1.6
S -4.674 -1.250 1.118 -2.5 -1.6 2.6
H -2.461 0.706 -0.948 -2.0 -2.3 1.1
```
Forces are in eV/Å.

## Properties
* SMILES string: O=Cc1ccccc1.N=C=S
* multiplicity: 1
* HOMO: -9.100 eV
* energy relative to the best compared isomer or geometry (same formula, charge and spin): 37.58 kcal per mole
* charge: 0

Atom charges from the Mulliken analysis, given in e for atoms 1 to 5:
1 O -0.50
2 C -0.39
3 C 0.71
4 C -0.37
5 C -0.40


We obtain frontier orbital gap values of 10.95; 8.85 eV for the records listed above, in that order.
We obtain energy values of -8463.032; -22780.649 eV for the records listed above, in that order.